{"formula": "C21H28N4O4", "method": "wB97M-V/def2-TZVPD", "relative_energy_kj_mol": 331.3, "charge": 0, "smiles": "COCCC(=O)N1CCC(Oc2ccc(C(=O)NCCc3cn[nH]c3)cc2)CC1", "total_energy_ha": -1337.0176, "e_homo_ev": -8.8, "largest_force_ev_per_a": 0.9, "elements": ["C", "O", "C", "C", "C", "O", "N", "C", "H", "C", "H", "H", "C", "C", "C", "H", "H", "H", "H", "H", "O", "C", "C", "C", "C", "C", "C", "H", "H", "C", "O", "N", "H", "C", "H", "H", "C", "C", "C", "N", "N", "C", "H", "H", "H", "H", "H", "H", "H", "H", "H", "H", "H", "H", "H", "H", "H"], "positions_angstrom": [[0.67585, 5.14454, 6.73896], [0.72340, 4.41278, 7.93888], [-0.32102, 3.48101, 8.09240], [-0.18809, 2.26738, 7.15886], [-0.92168, 2.48700, 5.84033], [-1.75214, 3.36614, 5.70347], [-0.63422, 1.62894, 4.83233], [0.33467, 0.56000, 4.83095], [0.68213, 0.34141, 5.83824], [1.51071, 0.92201, 3.91952], [2.22169, 0.09601, 3.89232], [2.01741, 1.81116, 4.29767], [1.00615, 1.20415, 2.50027], [-0.09810, 2.27011, 2.53911], [-1.19848, 1.85912, 3.51786], [-1.94818, 2.64618, 3.60745], [-1.67734, 0.93831, 3.16901], [-0.53166, 2.40047, 1.54704], [0.33945, 3.21869, 2.85460], [1.84836, 1.55251, 1.88492], [0.51958, -0.02932, 1.99381], [0.30612, -0.19238, 0.66327], [0.61141, 0.72970, -0.33390], [0.35322, 0.42088, -1.65553], [-0.19729, -0.80177, -2.02193], [-0.51391, -1.71669, -1.01950], [-0.26722, -1.41478, 0.30120], [-0.51372, -2.11370, 1.08537], [-0.98671, -2.65793, -1.25974], [-0.45281, -1.04272, -3.47005], [-0.64999, -0.13457, -4.25536], [-0.45819, -2.34703, -3.84524], [-0.14861, -3.04850, -3.19251], [-0.61579, -2.74826, -5.22154], [-1.04422, -1.89377, -5.74999], [-1.31289, -3.59048, -5.27582], [0.72311, -3.13706, -5.86828], [0.52141, -3.51670, -7.29486], [0.43822, -2.68432, -8.39078], [0.20925, -3.47414, -9.45968], [0.13589, -4.75916, -9.13114], [0.31911, -4.80336, -7.82711], [0.30899, -5.74196, -7.30983], [0.09894, -3.19576, -10.42167], [0.52870, -1.62052, -8.47310], [1.40258, -2.28491, -5.80088], [1.16097, -3.97681, -5.32288], [0.57645, 1.13536, -2.43340], [1.04672, 1.68796, -0.09822], [-0.14965, -0.33797, 4.43145], [-0.62134, 1.39000, 7.64285], [0.87426, 2.08876, 6.98958], [-0.25534, 3.15895, 9.13402], [-1.29379, 3.96111, 7.91840], [0.91450, 4.51942, 5.86993], [1.42244, 5.93207, 6.82896], [-0.31370, 5.58611, 6.58305]], "forces_ev_per_angstrom": [[0.0, 0.1, 0.0], [0.2, 0.0, 0.1], [-0.2, -0.2, 0.0], [-0.2, 0.6, 0.1], [0.1, -0.3, 0.2], [-0.2, 0.3, 0.1], [-0.1, -0.1, -0.3], [0.4, -0.1, 0.1], [-0.1, 0.0, -0.1], [-0.3, -0.3, -0.2], [0.1, 0.0, 0.0], [0.0, 0.0, 0.0], [0.4, 0.7, 0.1], [-0.1, -0.4, 0.0], [-0.2, 0.3, -0.2], [0.1, -0.2, -0.1], [0.0, 0.1, 0.0], [0.0, 0.1, 0.0], [0.0, 0.1, 0.0], [-0.1, -0.1, 0.1], [-0.1, -0.2, 0.0], [-0.2, -0.2, -0.2], [0.1, 0.1, 0.3], [-0.1, -0.2, -0.2], [0.1, 0.3, 0.2], [0.1, 0.1, -0.1], [0.1, 0.1, 0.2], [0.0, -0.1, 0.1], [0.0, -0.1, 0.0], [0.0, -0.2, 0.1], [0.1, 0.2, -0.1], [0.0, -0.3, 0.1], [0.0, 0.2, 0.0], [0.1, 0.0, -0.1], [0.0, -0.2, 0.0], [0.0, 0.1, -0.1], [-0.3, 0.2, 0.0], [0.1, 0.1, -0.1], [0.0, -0.1, 0.3], [0.0, 0.2, 0.0], [-0.2, -0.7, -0.5], [0.0, 0.4, -0.1], [0.0, -0.2, 0.1], [0.0, -0.1, 0.2], [0.0, 0.2, 0.0], [0.0, -0.1, 0.1], [0.1, 0.1, 0.0], [0.0, 0.1, -0.1], [0.0, 0.1, 0.1], [0.0, 0.0, 0.1], [0.1, -0.1, 0.0], [0.0, -0.1, 0.1], [-0.1, 0.0, -0.1], [0.1, -0.1, 0.1], [0.0, 0.0, 0.0], [0.0, 0.0, -0.1], [0.0, 0.0, 0.0]]}

***

{"formula": "C21H28N4O5", "method": "wB97M-V/def2-TZVPD", "relative_energy_kj_mol": 6.7, "charge": 0, "smiles": "CCCCCn1c(=O)[nH]c2cc(C(=O)N3CCN(C(=O)OCC)CC3)ccc2c1=O", "total_energy_ha": -1412.3714, "e_homo_ev": -9.1, "largest_force_ev_per_a": 0.7, "elements": ["C", "C", "C", "C", "C", "N", "C", "O", "N", "C", "C", "C", "C", "C", "C", "C", "O", "H", "H", "C", "O", "N", "C", "H", "C", "N", "C", "O", "O", "C", "C", "H", "H", "H", "H", "H", "C", "H", "C", "H", "H", "H", "H", "H", "H", "H", "H", "H", "H", "H", "H", "H", "H", "H", "H", "H", "H", "H"], "positions_angstrom": [[-7.94983, -0.83990, 1.57786], [-8.02486, 0.45076, 0.77044], [-6.73363, 0.78517, 0.02107], [-6.34960, -0.23890, -1.05335], [-5.36808, -1.30963, -0.57290], [-4.05917, -0.74331, -0.25702], [-3.72576, -0.60723, 1.07558], [-4.44780, -0.94612, 1.98494], [-2.49052, -0.05863, 1.32694], [-1.59144, 0.32967, 0.36705], [-0.35308, 0.87418, 0.70090], [0.53251, 1.23541, -0.29861], [0.17938, 1.08405, -1.64275], [-1.04667, 0.55257, -1.97450], [-1.93890, 0.16192, -0.97643], [-3.24012, -0.41709, -1.33008], [-3.59804, -0.61724, -2.47065], [-1.34799, 0.42404, -3.00263], [0.86700, 1.39684, -2.41336], [1.82483, 1.89166, 0.08564], [1.83367, 2.94399, 0.69590], [2.95926, 1.27432, -0.32415], [3.04924, -0.09249, -0.78422], [3.66672, -0.11885, -1.68885], [3.70831, -0.95466, 0.30242], [4.98151, -0.38528, 0.67780], [6.12760, -1.04598, 0.37870], [6.15402, -2.15635, -0.09743], [7.22465, -0.33287, 0.71186], [8.47769, -0.96608, 0.45285], [8.89518, -0.81476, -1.00274], [8.92581, 0.23643, -1.28022], [9.88062, -1.24867, -1.14490], [8.18673, -1.33286, -1.64421], [8.40114, -2.02616, 0.71421], [9.18370, -0.46740, 1.12019], [4.90853, 0.98836, 1.12114], [4.30369, 1.03127, 2.03429], [4.24366, 1.84169, 0.03502], [4.87730, 1.86780, -0.85721], [4.07244, 2.85655, 0.39676], [5.91068, 1.35283, 1.33667], [3.05923, -0.98995, 1.18500], [3.88491, -1.96732, -0.06223], [2.05892, -0.48199, -1.01676], [-0.08655, 1.02022, 1.73703], [-2.25533, 0.05413, 2.30413], [-5.21854, -2.04315, -1.36932], [-5.72695, -1.80192, 0.32912], [-5.89267, 0.26907, -1.90431], [-7.24606, -0.74256, -1.41781], [-6.86469, 1.76095, -0.45287], [-5.92270, 0.88255, 0.74450], [-8.24351, 1.27880, 1.44920], [-8.84925, 0.38714, 0.05553], [-7.93821, -1.70870, 0.92415], [-8.81631, -0.92455, 2.23043], [-7.05270, -0.85175, 2.19219]], "forces_ev_per_angstrom": [[-0.1, 0.2, 0.0], [0.2, 0.0, 0.1], [-0.3, 0.0, -0.2], [0.2, 0.1, 0.2], [-0.4, -0.2, -0.2], [-0.2, -0.1, -0.1], [0.3, 0.1, 0.3], [-0.2, -0.1, 0.2], [0.0, 0.0, 0.4], [0.1, 0.0, -0.7], [0.1, 0.0, -0.1], [-0.5, 0.0, 0.0], [0.0, 0.0, 0.1], [-0.1, 0.0, 0.2], [0.3, 0.2, 0.2], [0.1, 0.0, 0.0], [0.0, 0.0, 0.0], [0.0, 0.0, -0.1], [0.1, 0.0, -0.1], [0.0, 0.0, -0.1], [-0.2, 0.1, 0.2], [0.1, 0.1, -0.1], [0.0, -0.5, 0.2], [-0.1, 0.0, 0.0], [-0.1, -0.2, -0.4], [0.0, 0.1, 0.1], [0.0, 0.1, 0.2], [0.2, -0.3, -0.2], [-0.3, 0.2, 0.0], [0.4, -0.3, -0.2], [-0.3, 0.0, 0.3], [0.1, 0.1, 0.0], [0.1, 0.0, 0.0], [0.0, 0.0, -0.1], [0.1, 0.2, 0.0], [-0.1, -0.1, 0.0], [0.1, 0.3, -0.1], [0.0, 0.1, 0.0], [0.2, 0.3, 0.4], [0.0, 0.0, 0.0], [0.1, -0.1, -0.1], [-0.1, 0.0, 0.0], [0.0, 0.0, 0.0], [-0.1, 0.1, 0.1], [0.1, 0.0, 0.0], [0.0, 0.0, 0.1], [-0.2, -0.1, -0.2], [0.0, 0.0, 0.2], [0.1, 0.0, -0.1], [-0.1, -0.1, 0.0], [-0.1, 0.0, -0.1], [0.1, 0.0, 0.0], [0.1, 0.1, 0.0], [-0.1, 0.0, 0.0], [0.0, 0.1, 0.0], [0.0, -0.2, 0.0], [-0.1, -0.1, 0.0], [0.1, -0.1, 0.1]]}